(1)
C25H17N2O8ReS3 as an isolated structure. Source: the OMol25 dataset; level of theory: ωB97M-V/def2-TZVPD.

```
56
Properties=species:S:1:pos:R:3:nbo_charge:R:1
Re 0.2893 0.3538 -0.3392 1.59
C -2.2887 -0.4570 4.4783 -0.23
C -2.6079 -0.8156 3.1777 -0.19
C -1.6359 -0.8194 2.1873 -0.25
C -0.3350 -0.4585 2.5064 0.20
C -0.0043 -0.1001 3.8102 -0.23
C -0.9814 -0.1017 4.7901 -0.22
N 0.6672 -0.4219 1.4831 -0.32
N 1.8644 -0.7162 1.9013 -0.25
C 2.7643 -0.5522 0.8834 0.13
C 4.1225 -0.8526 1.0710 -0.21
C 4.9919 -0.6919 0.0196 -0.23
C 4.5245 -0.2342 -1.2237 -0.22
C 3.1909 0.0672 -1.4066 -0.19
C 2.2779 -0.0891 -0.3518 -0.30
H -3.0541 -0.4448 5.2443 0.20
H -3.6210 -1.0982 2.9219 0.21
H -1.8971 -1.1048 1.1760 0.26
H 1.0157 0.1779 4.0320 0.23
H -0.7230 0.1853 5.8019 0.20
H 4.4562 -1.2055 2.0386 0.21
H 6.0439 -0.9149 0.1490 0.20
H 5.2215 -0.1063 -2.0431 0.20
H 2.8436 0.4316 -2.3652 0.22
O 2.0262 4.2599 0.2687 -0.96
S 1.1792 3.3421 -0.4373 2.41
O 0.6724 2.2482 0.4760 -0.96
O 1.6834 2.8039 -1.6727 -0.95
C -0.3344 4.2357 -0.7976 -0.22
C -0.2659 5.6173 -0.6935 -0.21
C -1.3843 6.4002 -0.9352 -0.20
C -2.5837 5.8033 -1.2783 -0.21
C -2.6653 4.4239 -1.3839 -0.17
C -1.5507 3.6305 -1.1430 -0.36
S -1.8413 1.8674 -1.3060 2.41
O -1.8216 1.2669 0.0446 -0.95
O -3.0657 1.7418 -2.0291 -0.93
O -0.6448 1.3050 -2.0101 -0.94
H 0.6805 6.0540 -0.4074 0.25
H -1.3161 7.4771 -0.8478 0.21
H -3.4608 6.4089 -1.4670 0.21
H -3.5892 3.9392 -1.6629 0.25
O -2.1272 -1.8280 -0.7943 -0.65
C -1.0362 -2.2318 -1.1666 0.77
O 0.0206 -1.4876 -1.3191 -0.74
C -0.7929 -3.6749 -1.4701 -0.14
C -1.8646 -4.5605 -1.4165 -0.16
C -1.6879 -5.9081 -1.6671 -0.26
C -0.4139 -6.3753 -1.9778 -0.19
C 0.6606 -5.5081 -2.0325 -0.25
C 0.4886 -4.1423 -1.7708 -0.19
S 1.8768 -3.0918 -1.8027 0.23
H -2.8358 -4.1500 -1.1737 0.23
H -2.5253 -6.5917 -1.6176 0.21
H -0.2560 -7.4278 -2.1805 0.20
H 1.6500 -5.8785 -2.2708 0.21
```

Computed properties:
Total energy in Eh: -2947.2556
Charge: -1
Spin multiplicity: 4
LUMO level (spin up / spin down) in eV: 2.43 / 1.13
Energy above the lowest of the compared OMol25 structures with the same formula, charge and spin in kcal/mol: 13.6
Max |F| in eV Å⁻¹: 1.316

***

(2)
C25H17N8O7W as an isolated structure. Source: the OMol25 dataset; level of theory: ωB97M-V/def2-TZVPD.

```
58
Properties=species:S:1:pos:R:3:nbo_charge:R:1
W 1.3128 -1.5292 -0.1873 1.93
O 5.4679 -4.5546 -3.5886 -0.65
C 5.6103 -3.2312 -3.6946 0.78
O 6.4182 -2.7346 -4.4225 -0.53
C 4.7205 -2.3713 -2.8612 -0.23
C 4.8848 -1.0061 -2.6943 0.08
N 3.9205 -0.5811 -1.8730 -0.28
N 3.1219 -1.5863 -1.4852 -0.33
C 3.6007 -2.6848 -2.0956 0.16
C 2.9532 -3.8955 -1.6271 0.21
O 3.4183 -5.1568 -1.3391 -0.36
O 0.8200 -2.9563 -1.4573 -0.71
H 4.8490 -4.8468 -2.9000 0.50
H 5.6286 -0.3461 -3.1088 0.27
H 3.7662 0.3413 -1.4939 0.45
C -6.2268 1.6374 3.4756 -0.26
O -4.8187 1.8184 3.5560 -0.48
C -4.2230 2.5735 2.6125 0.33
C -4.8833 3.1472 1.5286 -0.30
C -4.1665 3.9237 0.6310 -0.19
C -2.7951 4.0851 0.7620 0.05
C -2.1417 3.5349 1.8690 -0.23
C -2.8522 2.7932 2.7858 -0.24
N -2.1855 4.9149 -0.2295 -0.08
N -1.0549 4.7059 -0.6842 -0.13
C -0.2867 3.5460 -0.3488 0.09
C 0.9570 3.6992 0.2053 -0.21
C 1.7988 2.5966 0.4687 -0.20
C 1.3793 1.3427 0.1294 0.25
O 2.0895 0.1904 0.3282 -0.71
C 0.1320 1.1775 -0.4933 0.10
N -0.1714 -0.1115 -0.8337 -0.52
C -1.3184 -0.3694 -1.4417 0.12
C -2.2184 0.6513 -1.7639 -0.25
C -1.9262 1.9512 -1.4310 -0.08
C -0.7241 2.2525 -0.7567 -0.03
H -6.4986 1.0299 4.3327 0.21
H -6.5046 1.1161 2.5569 0.18
H -6.7478 2.5951 3.5285 0.19
H -5.9473 3.0250 1.3927 0.23
H -4.6703 4.4168 -0.1909 0.24
H -1.0912 3.7196 2.0404 0.23
H -2.3728 2.3854 3.6656 0.23
H 1.2900 4.6965 0.4616 0.25
H 2.7617 2.7414 0.9404 0.24
H -1.5142 -1.4057 -1.6882 0.24
H -3.1326 0.4008 -2.2813 0.25
H -2.6099 2.7474 -1.6936 0.25
N 0.1000 -4.1479 2.3841 -0.72
C 0.4768 -3.4630 1.3306 0.70
O -0.1608 -2.3963 0.9787 -0.66
C 1.7138 -3.7198 0.5852 -0.56
C 2.7753 -4.3095 1.3462 0.25
N 3.5898 -4.7438 2.0319 -0.26
C 1.7018 -3.8617 -0.9144 0.35
N 2.0379 -4.9564 -1.9680 -0.03
H -0.6620 -3.8172 2.9571 0.43
H 0.6086 -4.9738 2.6631 0.44
```

Computed properties:
Total energy in Eh: -1994.3426
Charge: +1
Spin multiplicity: 3
LUMO level (spin up / spin down) in eV: -4.44 / -4.51
Energy above the lowest of the compared OMol25 structures with the same formula, charge and spin in kcal/mol: 120.2
Max |F| in eV Å⁻¹: 0.109

***

(3)
C25H18BCl3F9IN4O3STeTi as an isolated structure. Source: the OMol25 dataset; level of theory: ωB97M-V/def2-TZVPD.

```
67
Properties=species:S:1:pos:R:3:nbo_charge:R:1
Ti -0.0213 -0.2442 0.0279 1.76
C 2.9499 2.0845 -2.6229 -0.65
C 2.1680 1.0023 -3.3036 0.18
N 2.1761 0.9439 -4.6178 -0.40
C 1.4831 -0.0192 -5.2442 -0.03
C 0.7904 -1.0112 -4.5917 -0.03
C 0.0788 -2.0838 -5.3759 -0.08
O -1.2602 -2.3093 -4.9883 -0.74
C 0.7639 -0.9713 -3.1835 -0.18
C 0.1456 -2.0605 -2.4472 0.22
N -0.0919 -2.0751 -1.1841 -0.59
C -0.4017 -3.3380 -0.6027 0.17
C -1.6568 -3.9040 -0.8032 -0.28
C -1.9784 -5.1022 -0.1805 -0.18
C -1.0467 -5.7283 0.6319 -0.21
C 0.2147 -5.1791 0.8019 -0.22
C 0.5484 -3.9836 0.1822 -0.17
I 2.4947 -3.2621 0.3494 0.22
C 1.4199 0.0780 -2.5177 0.37
O 1.4092 0.2081 -1.2166 -0.82
H 2.9628 2.9732 -3.2528 0.22
H 3.9844 1.7645 -2.4713 0.22
H 2.5258 2.3229 -1.6494 0.24
H 1.5021 0.0078 -6.3289 0.18
H 0.5999 -3.0402 -5.2495 0.17
H 0.1461 -1.8268 -6.4396 0.17
H -1.6590 -1.5041 -4.6187 0.51
H -0.0775 -2.9510 -3.0329 0.21
H -2.3703 -3.3732 -1.4213 0.26
H -2.9645 -5.5265 -0.3115 0.22
H -1.3002 -6.6447 1.1479 0.21
H 0.9425 -5.6776 1.4275 0.22
S -1.5896 3.5722 3.3138 0.37
C -3.1621 3.1333 2.7989 -0.39
C -3.1566 2.1072 1.9208 -0.27
C -1.8316 1.6304 1.6323 0.38
C -0.8604 2.3422 2.3224 -0.36
C 0.5708 2.1813 2.2886 0.24
C 1.4094 2.9739 3.0953 -0.25
C 2.7725 2.8092 3.0385 -0.15
C 3.3092 1.8464 2.1884 -0.30
C 2.4302 1.1057 1.4294 0.09
N 1.1053 1.2668 1.4638 -0.51
H -4.0181 3.6636 3.1848 0.23
H -4.0299 1.6621 1.4715 0.25
H 0.9801 3.7102 3.7598 0.22
H 3.4173 3.4260 3.6525 0.21
H 4.3732 1.6736 2.1141 0.21
H 2.7873 0.3462 0.7447 0.21
F -4.1872 -0.7395 1.7114 -0.68
Te -2.6201 -1.8481 1.7544 2.69
F -1.6623 -3.1481 2.8055 -0.68
F -2.3316 -0.8407 3.3101 -0.62
F -3.9664 -3.1701 1.9709 -0.66
F 0.2032 -1.2965 1.5771 -0.73
O -1.6576 0.6196 0.8163 -0.86
F -2.5063 -0.2962 -3.5533 -0.58
B -2.5581 0.0601 -2.1777 1.37
F -1.2018 0.4105 -1.7978 -0.57
F -2.9400 -1.0562 -1.4257 -0.55
F -3.3800 1.1444 -2.0006 -0.54
Cl -0.0771 5.3864 -3.4744 0.04
C -1.0463 3.9612 -2.9988 -0.20
Cl -2.7214 4.4490 -2.7228 0.09
Cl -0.9430 2.7286 -4.2481 0.11
C -0.4850 3.4518 -1.7507 0.23
N -0.0446 3.0919 -0.7559 -0.22
```

Computed properties:
Total energy in Eh: -5526.3922
Charge: -1
Spin multiplicity: 2
LUMO level (spin up / spin down) in eV: 1.98 / 1.90
Energy above the lowest of the compared OMol25 structures with the same formula, charge and spin in kcal/mol: 0.0
Max |F| in eV Å⁻¹: 1.553